The following is a DFT calculation (wB97M-V/def2-TZVPD) of 2 unconnected molecules or ions with the total composition C4H13N3O.

## Properties
lowest unoccupied orbital energy (alpha / beta)	-4.4 / -8.1	eV
total energy	-399.36007	hartree
total charge	+1
2S+1	2
relative energy (zero: lowest compared OMol25 entry of this formula, charge and spin)	189.13	kJ/mol
frontier orbital gap (alpha / beta)	8.23 / 4.54	eV

Bonds (Å) are listed after each position.
CARTESIAN COORDINATES (ANGSTROEM)
1 C 2.259 0.919 -0.114  N4 1.443, H5 1.086, H6 1.093, H7 1.098
2 N 1.304 -1.810 -0.496  C3 1.343, H8 1.016, H9 1.019
3 C 2.359 -1.453 0.256  N2 1.343, N4 1.299, H10 1.087
4 N 2.951 -0.297 0.240  C1 1.443, C3 1.299
5 H 2.963 1.743 -0.041  C1 1.086
6 H 1.400 1.100 0.538  C1 1.093
7 H 1.877 0.884 -1.142  C1 1.098
8 H 1.100 -1.240 -1.312  N2 1.016
9 H 1.205 -2.811 -0.655  N2 1.019
10 H 2.735 -2.230 0.917  C3 1.087
11 C -2.462 1.212 -0.913  N12 1.460, H15 1.090, H16 1.087, H17 1.095
12 N -1.339 0.735 -0.111  C11 1.460, C13 1.447, H18 1.007
13 C -1.773 -0.145 0.952  N12 1.447, O14 1.412, H19 1.094, H20 1.094
14 O -0.677 -0.543 1.749  C13 1.412, H21 0.947
15 H -2.926 0.359 -1.409  C11 1.090
16 H -2.114 1.892 -1.685  C11 1.087
17 H -3.231 1.723 -0.325  C11 1.095
18 H -0.883 1.529 0.308  N12 1.007
19 H -2.500 0.342 1.608  C13 1.094
20 H -2.212 -1.043 0.506  C13 1.094
21 H -0.037 -0.865 1.130  O14 0.947

natural (NBO) population analysis, charges in e, atoms 1 to 5: number 1, C, carries -0.509; number 2, N, carries -0.673; number 3, C, carries 0.317; number 4, N, carries -0.062; number 5, H, carries 0.264

=====

The following is a DFT calculation (wB97M-V/def2-TZVPD) of 2 unconnected molecules or ions with the total composition C4H13N3O2.

## Properties
lowest unoccupied orbital energy	0.8	eV
total energy	-474.84403	hartree
relative energy (zero: lowest compared OMol25 entry of this formula, charge and spin)	348.94	kJ/mol
SMILES string	[H]/N=C(\C)ON.NCCO
frontier orbital gap	9.20	eV

Bonds (Å) are listed after each position.
CARTESIAN COORDINATES (ANGSTROEM)
1 H -0.531 -2.156 -1.009  N2 1.011
2 N 0.330 -1.628 -0.963  H1 1.011, C3 1.284
3 C 0.670 -1.287 0.227  N2 1.284, C4 1.495, O5 1.352
4 C 0.002 -1.742 1.484  C3 1.495, H7 1.088, H8 1.089, H9 1.094
5 O 1.815 -0.569 0.262  C3 1.352, N6 1.435
6 N 2.127 0.017 1.534  O5 1.435, H10 1.019, H11 1.016
7 H 0.577 -1.477 2.368  C4 1.088
8 H -0.993 -1.305 1.551  C4 1.089
9 H -0.112 -2.830 1.446  C4 1.094
10 H 1.927 1.008 1.411  N6 1.019
11 H 3.130 -0.113 1.626  N6 1.016
12 N -2.084 0.442 -0.325  C13 1.450, H16 1.009, H17 1.015
13 C -0.939 1.291 -0.058  N12 1.450, C14 1.741, H18 1.088, H19 1.093
14 C -0.053 1.639 -1.516  C13 1.741, O15 1.348, H20 1.096, H21 1.099
15 O -0.001 0.601 -2.375  C14 1.348, H22 1.156
16 H -1.901 -0.142 -1.127  N12 1.009
17 H -2.896 0.994 -0.585  N12 1.015
18 H -0.399 0.920 0.810  C13 1.088
19 H -1.258 2.295 0.235  C13 1.093
20 H -0.634 2.455 -1.961  C14 1.096
21 H 0.935 1.978 -1.176  C14 1.099
22 H 0.288 -0.392 -1.858  O15 1.156

natural (NBO) population analysis, charges in e, atoms 1 to 5: number 1, H, carries 0.371; number 2, N, carries -0.745; number 3, C, carries 0.643; number 4, C, carries -0.743; number 5, O, carries -0.370